# C84H206N6O18

A cluster of 22 separate species, C84H206N6O18 in total in a non-equilibrium geometry (the ωB97M-V functional and the def2-TZVPD basis, the OMol25 dataset).

The geometry in XYZ format:
```
314
C84H206N6O18 the ωB97M-V functional and the def2-TZVPD basis
C -19.8745 20.6434 22.0132
C -21.0639 19.7600 21.7116
C -21.8598 19.3097 22.8812
C -22.8880 18.2376 22.5409
C -23.9321 18.1068 23.5991
C -24.8858 19.2818 23.8254
H -19.3602 20.3022 22.9117
H -20.0964 21.6998 22.1647
H -19.1503 20.6566 21.1986
H -21.6611 20.2248 20.9271
H -20.5587 18.9017 21.2686
H -22.3967 20.2030 23.2004
H -21.2554 18.9866 23.7287
H -23.3828 18.5732 21.6295
H -22.3991 17.3160 22.2253
H -24.5615 17.2192 23.5348
H -23.2906 18.0082 24.4748
H -25.4532 19.4328 22.9071
H -25.5290 19.1047 24.6874
H -24.3163 20.1707 24.0968
C -15.3331 20.6845 15.3657
C -16.8324 20.8870 15.6342
C -17.5080 20.0376 16.6887
C -18.9280 20.4529 17.1022
C -19.7313 19.3739 17.8164
C -21.0142 19.9520 18.3441
H -15.1410 19.9482 14.5853
H -14.9047 20.4335 16.3360
H -14.9008 21.5965 14.9539
H -16.9575 21.9260 15.9393
H -17.3653 20.9317 14.6844
H -16.9742 20.0383 17.6390
H -17.5054 18.9997 16.3559
H -18.8208 21.3623 17.6934
H -19.4607 20.7623 16.2030
H -19.9479 18.6649 17.0173
H -19.1930 18.8297 18.5925
H -20.8097 20.8045 18.9917
H -21.5954 20.4479 17.5667
H -21.5790 19.1446 18.8102
C -16.4352 16.5025 17.7829
C -15.1197 17.3009 17.8346
C -14.1575 16.8186 18.9467
C -13.5812 15.4561 18.6419
C -12.6201 15.0166 19.7962
C -12.0042 13.5476 19.5639
H -16.3749 15.5446 17.2662
H -17.1230 17.0055 17.1032
H -16.8976 16.4746 18.7695
H -14.5394 17.2192 16.9155
H -15.3385 18.3539 18.0121
H -14.6284 16.6339 19.9122
H -13.3621 17.5573 19.0457
H -14.3924 14.7282 18.6274
H -13.1353 15.3886 17.6496
H -11.7687 15.6748 19.9693
H -13.1522 15.0306 20.7474
H -12.6809 12.6985 19.6596
H -11.6900 13.6025 18.5216
H -11.1011 13.3813 20.1512
C -19.4713 17.6885 14.3157
C -20.6882 16.6889 14.2431
C -21.4452 16.3526 15.5525
C -22.6125 15.2828 15.4148
C -23.1611 14.8770 16.8370
C -24.0639 13.5590 16.7179
H -18.7037 17.4201 15.0415
H -19.8124 18.7089 14.4903
H -18.8449 17.7331 13.4248
H -21.4921 17.0976 13.6310
H -20.3093 15.7774 13.7807
H -21.6727 17.2870 16.0656
H -20.6453 15.9482 16.1728
H -23.4217 15.5482 14.7344
H -22.1898 14.4867 14.8018
H -22.3809 14.7254 17.5830
H -23.7831 15.7072 17.1714
H -24.7458 13.6554 15.8730
H -23.4628 12.6591 16.5877
H -24.7015 13.4850 17.5989
C -19.4867 14.9161 19.5098
C -20.4659 14.0686 20.3453
C -20.5543 12.6507 19.9880
C -21.8042 12.0393 20.6416
C -22.0496 10.5307 20.1662
C -22.9492 9.7279 21.0673
H -19.7564 14.8744 18.4545
H -18.4788 14.5060 19.5737
H -19.5980 15.9500 19.8366
H -20.3080 14.2848 21.4019
H -21.4653 14.4701 20.1773
H -19.7088 12.0706 20.3580
H -20.6153 12.5605 18.9034
H -21.9028 12.0947 21.7257
H -22.6691 12.5834 20.2620
H -22.3773 10.5651 19.1272
H -21.0975 10.0051 20.2389
H -23.9831 10.0729 21.0751
H -22.8915 8.7074 20.6888
H -22.6691 9.6601 22.1186
C -14.6634 5.6397 17.5021
C -16.0627 6.0640 16.9663
C -17.0960 5.8046 18.0477
C -18.4704 6.3706 17.7626
C -19.4937 6.1397 18.8576
C -20.9566 6.7531 18.6032
H -14.4391 6.2067 18.4056
H -13.9179 5.7449 16.7138
H -14.8528 4.5913 17.7322
H -16.1010 7.0486 16.5002
H -16.4108 5.4147 16.1629
H -16.7659 6.0616 19.0542
H -17.3613 4.7546 18.1709
H -18.4697 7.4357 17.5309
H -18.8277 5.9304 16.8316
H -19.6711 5.0902 19.0924
H -19.0376 6.6063 19.7308
H -21.6410 6.3556 19.3526
H -21.0763 7.8240 18.7674
H -21.2801 6.4017 17.6234
C -25.6007 18.7944 14.8929
C -24.5227 19.6304 15.4925
C -24.8412 20.5693 16.6771
C -25.5718 19.9813 17.8620
C -24.8608 18.8041 18.6244
C -25.8592 18.1446 19.5446
H -26.4884 19.3551 14.5999
H -25.8988 18.0388 15.6197
H -25.2590 18.2568 14.0084
H -23.6311 19.0927 15.8149
H -24.1575 20.2872 14.7029
H -25.4597 21.3547 16.2427
H -23.9634 21.1550 16.9501
H -25.6269 20.8092 18.5689
H -26.5385 19.5636 17.5808
H -24.3870 18.0736 17.9686
H -24.0438 19.2028 19.2258
H -26.5465 18.8516 20.0093
H -26.4445 17.5863 18.8139
H -25.4141 17.4528 20.2597
C -21.2286 8.5507 15.0769
C -20.7123 9.6533 16.0006
C -20.1051 10.7371 15.1464
C -19.3279 11.9136 15.7412
C -18.6924 12.9616 14.8117
C -17.9158 14.0171 15.5968
H -21.8808 8.9641 14.3075
H -21.8569 7.7876 15.5364
H -20.4004 8.1051 14.5259
H -21.4954 10.1856 16.5406
H -19.9537 9.1971 16.6367
H -20.8158 11.2233 14.4780
H -19.2995 10.2496 14.5975
H -19.9768 12.4473 16.4356
H -18.4818 11.4912 16.2832
H -18.0306 12.4840 14.0892
H -19.5293 13.4558 14.3183
H -18.5697 14.6570 16.1893
H -17.1288 13.5807 16.2119
H -17.3448 14.5511 14.8373
C -25.6284 13.6227 20.3953
C -25.4039 14.3964 21.6494
C -25.4243 13.4721 22.8869
C -24.6148 14.0095 24.0584
C -23.0773 13.8127 23.9349
C -22.2791 14.3787 25.0720
H -25.3620 14.2852 19.5718
H -26.6646 13.3755 20.1643
H -24.9903 12.7391 20.3864
H -24.4905 14.9902 21.6166
H -26.1609 15.1803 21.6722
H -25.0727 12.4534 22.7233
H -26.4360 13.2945 23.2516
H -24.9593 15.0250 24.2535
H -24.9674 13.3783 24.8741
H -22.8324 12.7517 23.8865
H -22.8127 14.2522 22.9731
H -21.2321 14.1197 24.9145
H -22.4354 15.4524 25.1759
H -22.4810 13.8636 26.0112
C -16.2520 8.3647 22.4496
C -15.7325 8.9604 21.1632
C -16.7324 9.0984 20.0786
C -16.2371 9.8488 18.7788
C -16.4881 11.3440 18.7820
C -15.9161 12.1699 19.9631
H -16.5532 7.3529 22.1781
H -17.1084 8.8252 22.9421
H -15.4002 8.2485 23.1197
H -15.4796 9.9592 21.5188
H -14.8495 8.3925 20.8703
H -17.6389 9.5383 20.4943
H -17.0840 8.1168 19.7609
H -15.1650 9.7339 18.6196
H -16.6946 9.4797 17.8609
H -16.0424 11.5767 17.8149
H -17.5607 11.5342 18.7460
H -16.0661 13.2388 19.8111
H -16.4991 11.9185 20.8491
H -14.8518 11.9802 20.1026
C -28.1127 11.4370 18.8699
C -26.8867 10.5814 19.2066
O -27.2310 9.1995 19.4865
O -28.7808 11.8391 20.0747
H -28.8371 10.8262 18.3311
H -27.9520 12.2953 18.2176
H -26.4452 10.9330 20.1391
H -26.0984 10.6984 18.4629
H -27.7184 9.1941 20.3135
H -29.3162 12.6086 19.8676
C -26.6697 5.8501 18.5248
C -28.1691 6.1309 18.2937
O -28.4149 7.3785 17.6798
O -26.0037 5.8676 17.2643
H -26.4897 4.9257 19.0736
H -26.1969 6.6710 19.0640
H -28.7594 6.0707 19.2081
H -28.4697 5.2695 17.6973
H -28.0461 8.0374 18.2727
H -25.8065 6.7770 17.0285
C -24.3292 10.3243 25.0337
C -23.7788 10.8105 26.4239
O -24.4347 11.8783 27.0651
O -23.4241 9.3258 24.5506
H -24.3221 11.2312 24.4290
H -25.3364 9.9816 25.2707
H -22.7746 11.2260 26.3405
H -23.8036 9.8690 26.9725
H -24.2101 11.8687 27.9984
H -22.7207 9.7075 24.0203
C -22.0731 5.0540 27.0570
C -22.9574 6.2061 26.5726
O -23.6147 6.8407 27.6637
O -22.7838 3.9640 27.4760
H -21.5024 5.3936 27.9213
H -21.3950 4.7241 26.2698
H -23.7546 5.7980 25.9515
H -22.2911 6.9730 26.1774
H -24.4278 7.2552 27.3660
H -22.2086 3.2704 27.8073
C -19.9847 7.4995 24.3209
C -19.6436 6.4874 23.2097
O -20.2505 5.2143 23.4551
O -19.7140 6.8802 25.5985
H -21.0465 7.7430 24.3575
H -19.3639 8.3810 24.1604
H -18.6058 6.2064 23.3888
H -19.8985 6.9188 22.2417
H -20.3393 5.0038 24.3875
H -19.7931 7.6111 26.2159
C -29.2529 12.5214 23.8751
C -28.5732 11.2250 23.6666
O -29.2827 10.0568 24.1581
O -30.2780 12.5940 22.9766
H -28.6020 13.3599 23.6277
H -29.5713 12.5840 24.9157
H -27.5802 11.2999 24.1098
H -28.2541 11.0601 22.6375
H -29.2235 9.4560 23.4116
H -31.0070 12.0694 23.3157
O -24.7459 8.0382 16.2230
C -25.3085 9.0901 15.8974
N -26.6020 9.2773 16.0761
C -24.5633 10.0580 15.0627
H -27.1450 8.5530 16.5242
H -27.0574 10.1073 15.7244
H -24.0829 9.6168 14.1894
H -23.8180 10.6067 15.6384
H -25.2139 10.8079 14.6128
O -19.6387 16.7741 27.9440
C -20.0594 17.7001 27.2444
N -20.4964 18.8622 27.7507
C -19.9867 17.5923 25.7060
H -20.7138 19.6780 27.1963
H -20.6105 18.8590 28.7542
H -19.4825 18.4632 25.2875
H -21.0072 17.5969 25.3228
H -19.4915 16.6358 25.5387
O -25.6959 6.2378 21.6386
C -25.0044 6.9951 22.3225
N -25.4137 7.9609 23.1749
C -23.5610 6.6891 22.4495
H -24.6245 8.2580 23.7308
H -26.3289 8.3258 23.3972
H -23.1797 6.0281 21.6712
H -23.3293 6.1136 23.3458
H -22.9855 7.5967 22.6314
O -21.1210 10.3985 23.8778
C -20.1971 11.0102 24.3219
N -19.8686 10.9583 25.5570
C -19.2991 11.8827 23.4390
H -20.4117 10.3932 26.1941
H -19.0437 11.4424 25.8814
H -19.8728 12.7770 23.1957
H -19.0298 11.4318 22.4839
H -18.3898 12.0619 24.0129
O -23.9447 1.4892 18.5748
C -24.3451 2.5257 18.1195
N -25.4793 2.5664 17.3863
C -23.4296 3.7869 18.4483
H -26.0203 1.7170 17.3089
H -25.7229 3.4678 17.0013
H -23.7166 4.1822 19.4227
H -23.7180 4.6026 17.7853
H -22.3558 3.6041 18.4076
O -15.8046 15.6522 22.0332
C -16.6547 16.3016 22.6323
N -16.6008 16.4591 23.9358
C -17.8397 16.9019 21.8793
H -17.0460 17.2081 24.4467
H -16.0045 15.7963 24.4104
H -17.9218 17.9692 22.0843
H -18.6995 16.3671 22.2830
H -17.6343 16.6615 20.8361
```

Output
LUMO: -0.101 eV
Spin multiplicity: 1

Mulliken atomic charge list, values in e, 99 entries: -1.78 0.90 0.14 1.16 0.69 -1.48 0.31 0.42 0.37 0.06 -0.41 0.24 -0.62 -0.71 0.05 -0.19 -0.09 0.23 0.45 0.38 -1.17 -0.84 0.40 -1.42 2.01 -1.62 0.28 0.27 0.38 0.36 0.37 0.43 -0.39 0.53 0.38 -1.09 0.06 0.50 0.35 0.25 1.02 -0.30 -0.54 -0.12 -0.46 -1.04 0.15 -0.55 -0.59 0.41 -0.06 -0.13 0.44 -0.20 0.48 0.43 0.17 0.16 0.28 0.38 -0.79 -0.58 1.66 -1.30 1.19 -0.79 -0.26 0.29 0.52 0.46 0.11 -0.38 -0.89 0.59 0.38 -0.47 -0.24 0.60 -0.10 0.01 0.23 -0.25 1.34 1.54 -0.80 0.00 -0.32 0.11 -0.25 -0.21 0.31 -0.45 -0.35 -1.07 0.05 0.15 -0.02 -0.36 0.28


# C84H56O28

A cluster of 14 separate species, C84H56O28 in total in a non-equilibrium geometry (the ωB97M-V functional and the def2-TZVPD basis, the OMol25 dataset).

The geometry in XYZ format:
```
168
C84H56O28 the ωB97M-V functional and the def2-TZVPD basis
C 1.6705 7.1500 -0.8202
C 0.4845 6.7784 -0.3169
C 0.3172 5.3639 0.1678
O -0.6505 4.8436 0.6209
C 1.6361 4.6750 0.3773
C 2.8234 5.0644 -0.0746
C 2.9048 6.2836 -0.8462
O 3.8609 6.5869 -1.5151
H 1.7681 8.1432 -1.3169
H -0.3796 7.4190 -0.3129
H 1.5741 3.6926 0.8554
H 3.7329 4.5079 0.0154
C 6.7523 2.3757 -2.4872
C 5.8271 2.6710 -1.5948
C 5.8279 2.1060 -0.2229
O 4.8861 2.2424 0.4795
C 7.1011 1.4309 0.2107
C 7.9699 0.9886 -0.7078
C 7.8143 1.4268 -2.1492
O 8.6405 1.0262 -2.9709
H 6.8361 2.8652 -3.4485
H 5.0652 3.4390 -1.6172
H 7.1915 1.2217 1.2327
H 8.8307 0.3405 -0.4439
C -1.8504 2.9840 4.1647
C -2.0898 2.8788 5.4759
C -0.8775 2.6261 6.4266
O -1.1051 2.4350 7.6281
C 0.4716 2.6373 5.8248
C 0.5921 2.6639 4.5259
C -0.5422 2.6964 3.5325
O -0.4184 2.7618 2.3422
H -2.6687 3.1430 3.4679
H -3.0336 3.1305 5.9123
H 1.2642 2.6687 6.5155
H 1.6046 2.6511 4.1051
C -1.9722 -2.5719 -5.0778
C -2.0066 -3.1148 -3.8407
C -2.0449 -2.2165 -2.6486
O -2.3415 -2.6404 -1.5338
C -1.8055 -0.7699 -2.8107
C -1.8355 -0.2562 -4.0672
C -1.9642 -1.1129 -5.3042
O -2.0024 -0.6345 -6.3810
H -1.9081 -3.2158 -5.9126
H -2.0946 -4.1842 -3.6632
H -1.7670 -0.2018 -1.9282
H -1.7558 0.7908 -4.3327
C -5.9319 3.6486 -1.0560
C -5.8069 2.4670 -0.4054
C -4.6382 2.1184 0.4104
O -4.5490 1.0824 0.9813
C -3.4761 3.0940 0.3355
C -3.6401 4.2762 -0.2880
C -4.8712 4.6582 -1.0388
O -4.9133 5.7456 -1.6181
H -6.8222 3.8382 -1.6778
H -6.5605 1.7233 -0.3948
H -2.6151 2.9225 0.9581
H -2.8080 4.9466 -0.1019
C -6.5756 -0.4797 2.8181
C -6.3788 -1.5249 2.0319
C -4.9914 -2.0617 1.9410
O -4.8685 -3.1652 1.4696
C -3.8720 -1.3810 2.6195
C -4.1687 -0.4744 3.5397
C -5.5032 0.1994 3.5721
O -5.6714 1.3364 4.0232
H -7.5450 -0.0406 3.1335
H -7.2521 -2.0402 1.6089
H -2.9023 -1.6882 2.4725
H -3.3561 -0.1869 4.2613
C 2.8441 -0.2959 -5.8531
C 3.6387 0.7617 -5.8141
C 3.7164 1.6430 -4.6116
O 4.3233 2.7053 -4.5506
C 3.0473 1.1820 -3.4323
C 2.1562 0.1822 -3.5147
C 2.0439 -0.6810 -4.6619
O 1.3412 -1.6619 -4.6454
H 2.7189 -0.9555 -6.6385
H 4.1450 1.2389 -6.6063
H 3.1397 1.7101 -2.4832
H 1.6176 -0.1964 -2.6125
C 4.4290 -2.5963 5.3894
C 5.2359 -1.8156 4.6416
C 5.5662 -2.0923 3.1888
O 6.2561 -1.3271 2.5581
C 4.7193 -3.1737 2.4998
C 3.8343 -3.8039 3.2497
C 3.7356 -3.6915 4.7463
O 3.1022 -4.5601 5.3939
H 4.2065 -2.3853 6.4279
H 5.9813 -1.1537 5.0454
H 4.8693 -3.4753 1.5100
H 3.1570 -4.5163 2.8926
C -5.3202 -3.7798 -2.8304
C -5.2633 -2.7041 -2.0778
C -5.5995 -1.3711 -2.6794
O -5.7317 -0.3875 -1.9817
C -5.9900 -1.2642 -4.1047
C -6.0253 -2.3806 -4.8306
C -5.5480 -3.7142 -4.2938
O -5.1492 -4.6187 -4.9774
H -5.0982 -4.7849 -2.5121
H -4.8252 -2.7315 -1.1134
H -6.2112 -0.3289 -4.4459
H -6.2719 -2.3433 -5.8945
C 0.0776 -5.7165 0.2806
C -0.5456 -6.1269 -0.8517
C -2.0125 -6.2121 -0.9632
O -2.5079 -6.3678 -2.0972
C -2.7756 -5.7851 0.2467
C -2.1737 -5.5071 1.4009
C -0.6898 -5.3987 1.4314
O -0.2201 -4.7857 2.3559
H 1.1123 -5.3649 0.3040
H 0.0742 -6.3916 -1.6912
H -3.7823 -5.5300 0.1543
H -2.7109 -5.1782 2.3421
C 5.3290 -2.9771 -2.9351
C 4.9538 -3.3270 -1.6856
C 3.6028 -3.9826 -1.5443
O 3.2999 -4.3460 -0.4187
C 2.6744 -4.2533 -2.6526
C 3.0730 -3.9387 -3.8632
C 4.3527 -3.2111 -4.0427
O 4.6060 -2.6930 -5.0749
H 6.2150 -2.4853 -3.2791
H 5.5828 -3.0283 -0.8657
H 1.6747 -4.4608 -2.3861
H 2.4305 -3.8626 -4.7084
C -1.7366 6.5160 -3.2123
C -1.3686 5.2301 -3.1114
C 0.1131 4.8358 -3.3313
O 0.4981 3.7026 -3.3220
C 0.9891 5.8812 -3.8399
C 0.5414 7.1283 -4.1042
C -0.7933 7.5536 -3.6126
O -1.0060 8.7204 -3.3973
H -2.6962 6.8766 -2.7748
H -2.0616 4.5263 -2.6045
H 2.0016 5.5778 -3.9899
H 1.2501 7.8548 -4.4582
C -0.1655 -2.9981 6.3053
C -1.2645 -3.7153 5.9574
C -2.6129 -3.1641 6.1229
O -3.6688 -3.6932 5.9397
C -2.6255 -1.6708 6.6240
C -1.5356 -0.9489 6.8909
C -0.2052 -1.5758 6.6777
O 0.7860 -0.8901 6.5597
H 0.8008 -3.5245 6.2928
H -1.1342 -4.7395 5.6599
H -3.6086 -1.4466 6.5379
H -1.5488 0.0436 7.0868
C 0.0920 -1.6315 1.4744
C 1.0911 -1.6208 0.5201
C 2.3502 -0.8185 0.6196
O 3.1162 -0.8917 -0.2717
C 2.5334 -0.0973 1.9088
C 1.6712 -0.1532 2.8919
C 0.2444 -0.8434 2.6486
O -0.7213 -0.7048 3.3828
H -0.7387 -2.3284 1.4903
H 1.0702 -2.2836 -0.3877
H 3.4833 0.4499 2.0488
H 1.8121 0.3357 3.8125
```

Output
LUMO: -1.836 eV
Spin multiplicity: 1
Relative energy (zero: lowest compared OMol25 entry of this formula, charge and spin): 0.889 eV

Mulliken atomic charge list, values in e, 99 entries: -0.34 -0.53 0.41 -0.42 -0.43 -0.52 0.26 -0.62 0.41 0.52 0.68 0.51 -0.62 0.25 0.43 -0.49 -0.64 -0.38 0.41 -0.60 0.49 0.28 0.51 0.40 -0.30 -0.44 0.27 -0.64 -0.34 -0.72 0.41 -0.23 0.44 0.53 0.52 0.47 -0.60 -0.34 0.88 -0.82 -0.86 -0.61 0.18 -0.60 0.63 0.46 1.10 0.56 -0.68 -0.38 -0.34 -0.03 0.03 -0.57 0.34 -0.62 0.41 0.47 0.64 0.76 -0.39 -0.49 0.69 -0.58 -0.42 0.08 -0.10 -0.63 0.40 0.47 0.58 0.43 -0.73 -0.79 -0.01 -0.64 0.37 -0.05 0.41 -0.53 0.65 0.52 0.68 0.17 -0.36 -0.55 0.53 -0.53 -0.11 -0.47 0.27 -0.62 0.43 0.46 0.39 0.56 -0.32 0.18 0.36


| no. | frontier orbital gap (eV) |
| --- | --- |
| 1 | 8.40 |
| 2 | 8.19 |